The following is a DFT calculation (the ωB97M-V functional and the def2-TZVPD basis) of 10 unconnected molecules or ions with the total composition C35H95N11O15 in a non-equilibrium geometry.

XYZ file:
```
156
Properties=species:S:1:pos:R:3:forces:R:3:mulliken_charge:R:1
C 1.53892 0.63640 -8.51688 -0.95 -1.54 -1.07 -0.870
O 1.27764 1.96872 -8.20884 -0.59 -0.10 1.50 -0.339
C 0.45388 1.99084 -7.01801 0.29 0.89 0.02 -0.353
C -0.12293 3.38891 -6.85133 1.19 0.49 -2.36 -0.636
N -1.07905 3.60891 -5.87498 -0.94 0.69 3.67 -0.230
C -0.55927 4.04523 -4.51812 -0.69 0.84 -0.14 -0.396
C -1.52426 5.04988 -3.71301 -0.78 -1.91 -1.35 -0.645
O -2.82570 4.44113 -3.74505 -0.19 -0.35 0.11 -0.315
C -3.58740 4.42786 -2.55856 0.24 0.23 0.14 -0.690
H 0.70912 0.29796 -9.13737 0.29 0.05 -1.30 0.350
H 1.35627 -0.16447 -7.80039 0.55 0.62 1.52 0.325
H 2.52515 0.42809 -8.93166 -0.15 0.52 -0.28 0.305
H 1.12881 1.66139 -6.22806 -0.32 0.01 0.50 0.303
H -0.45505 1.38976 -7.04350 0.25 -0.79 -0.40 0.267
H -0.68973 3.57383 -7.76382 0.40 -0.17 -0.57 0.330
H 0.67990 4.12604 -6.86570 0.43 0.20 0.13 0.344
H -1.80934 4.22112 -6.20960 0.06 -0.01 0.34 0.249
H 0.41428 4.53177 -4.57789 0.18 0.53 -0.59 0.232
H -0.27809 3.15415 -3.95686 -0.74 -0.13 0.42 0.260
H -1.73085 5.98912 -4.22608 0.94 0.24 -0.22 0.272
H -1.19960 5.26181 -2.69429 0.27 -0.24 0.02 0.427
H -3.83428 5.42201 -2.18599 0.14 0.37 -0.07 0.310
H -3.04909 3.91228 -1.76327 -0.07 -0.23 0.15 0.275
H -4.54699 3.94885 -2.75309 0.24 -0.24 -0.13 0.220
C 4.26275 2.15027 -1.40061 -0.40 1.71 -0.34 -0.577
O 4.67579 3.53029 -1.26535 0.57 -1.23 0.10 -0.436
C 4.18529 4.43912 -2.22536 -0.37 0.22 0.93 -0.520
C 4.85324 4.47243 -3.57434 1.07 1.54 -0.35 -0.452
N 4.54549 5.77664 -4.26053 -0.34 -0.32 -1.23 -0.363
C 4.92366 5.73753 -5.69783 -0.31 -1.80 0.38 -0.648
C 4.96789 7.03125 -6.43439 -0.23 0.34 1.14 -0.624
O 5.97701 7.83168 -5.74780 -1.33 0.07 -1.24 -0.312
C 5.73274 9.23310 -5.81712 0.86 0.06 0.80 -0.801
H 3.37007 2.18275 -2.02525 -0.16 -0.49 -0.18 0.237
H 3.95367 1.80618 -0.41361 0.38 -0.22 -0.05 0.278
H 5.03498 1.54745 -1.87850 0.00 -0.11 0.21 0.255
H 4.34579 5.38499 -1.70800 -0.14 0.31 -0.37 0.268
H 3.10967 4.28539 -2.31198 -0.28 0.13 -0.27 0.327
H 4.63240 3.59399 -4.18069 -0.28 0.24 -0.25 0.366
H 5.93373 4.51557 -3.43726 0.28 -0.68 0.28 0.321
H 5.15295 6.51253 -3.92953 0.06 -0.07 0.81 0.279
H 4.22067 5.06293 -6.18652 -0.18 0.03 -0.24 0.417
H 5.89258 5.25663 -5.83206 0.45 -0.12 0.11 0.346
H 3.96015 7.44657 -6.42632 0.01 0.76 0.53 0.369
H 5.11142 6.83308 -7.49657 0.89 0.18 -0.10 0.365
H 6.50339 9.70494 -5.20754 0.26 -0.12 -0.04 0.263
H 4.81624 9.53145 -5.30809 -0.46 -0.21 -0.43 0.340
H 5.84730 9.66563 -6.81105 -0.38 -0.23 -0.22 0.308
C -4.15819 -0.65563 5.94901 -0.23 0.05 1.14 -0.823
O -5.05437 -1.74598 6.22770 -0.55 2.18 -0.56 -0.337
C -4.45993 -2.98687 6.21265 -0.25 -0.33 -2.01 -0.514
C -5.54813 -4.04248 6.50367 0.90 0.84 0.43 -0.729
N -6.71090 -4.07277 5.64493 1.35 0.29 -2.66 -0.227
C -6.31990 -4.41015 4.19217 -3.17 1.61 0.01 -0.500
C -7.60321 -4.52045 3.23363 1.46 -1.54 1.99 -0.649
O -8.19792 -5.82000 3.56959 1.13 0.98 -1.16 -0.313
C -9.33287 -6.13160 2.76482 0.48 0.66 1.12 -0.729
H -4.59924 0.25185 5.53663 -0.88 -0.52 -0.32 0.287
H -3.31947 -0.88790 5.29273 0.07 -0.46 0.11 0.316
H -3.84048 -0.30852 6.93220 0.79 -0.05 0.03 0.309
H -3.54215 -2.97538 6.80055 -0.20 -0.65 0.86 0.446
H -4.08589 -3.13282 5.19929 0.24 -0.37 -0.48 0.328
H -5.88589 -3.67943 7.47434 -0.13 -1.01 0.46 0.363
H -5.05193 -5.00962 6.42281 0.26 -0.29 0.95 0.380
H -7.40586 -4.67430 6.06364 0.04 -0.33 -0.53 0.241
H -5.65979 -5.23685 3.92966 -0.15 -0.67 0.79 0.288
H -5.81163 -3.56230 3.73292 0.17 0.46 0.63 0.306
H -7.13916 -4.41805 2.25267 -0.34 -0.82 -0.59 0.329
H -8.34745 -3.72518 3.27550 0.04 0.13 0.65 0.400
H -9.54292 -7.19387 2.88954 -0.04 0.11 -0.11 0.225
H -9.15414 -5.86857 1.72224 -0.18 -0.09 -0.11 0.294
H -10.10483 -5.51927 3.23089 -0.78 -0.17 -0.67 0.299
C 0.25292 -7.01333 -4.21127 -0.19 0.81 0.47 -0.598
O 1.25987 -7.46961 -3.30861 -1.10 0.38 -1.39 -0.373
C 2.51003 -7.56523 -3.98145 -0.54 0.01 0.27 -0.583
C 3.14635 -6.20689 -4.31128 0.89 0.07 1.31 -0.495
N 3.28641 -5.46080 -3.06854 0.58 1.37 0.93 -0.391
C 3.82035 -4.04815 -3.16658 -1.12 -1.27 -1.24 -0.816
C 2.66513 -3.13295 -3.68570 1.36 -0.84 0.78 -0.368
O 1.63048 -3.40420 -2.76254 -1.45 1.46 -0.63 -0.325
C 0.37862 -2.75013 -3.09518 0.29 -0.41 0.76 -0.828
H 0.53559 -6.06384 -4.66586 0.03 0.45 0.30 0.177
H -0.66828 -6.87244 -3.64590 0.09 -0.01 0.04 0.248
H 0.01428 -7.59634 -5.10080 0.36 -1.01 0.22 0.322
H 2.35795 -8.12370 -4.90507 0.18 -0.24 -0.17 0.391
H 3.02634 -8.17552 -3.24046 0.96 0.33 -0.47 0.304
H 2.62393 -5.60747 -5.05684 -0.22 -0.37 -0.49 0.244
H 4.17022 -6.39219 -4.63604 -0.04 -0.15 -0.52 0.392
H 2.35892 -5.30882 -2.69872 -0.14 -0.42 0.33 0.389
H 4.71392 -4.06152 -3.79063 -0.14 0.17 -0.35 0.374
H 4.15597 -3.63850 -2.21387 -0.30 -0.42 0.28 0.335
H 2.32633 -3.37651 -4.69268 0.16 0.03 -0.23 0.296
H 3.05232 -2.11561 -3.62925 -0.46 0.42 -0.12 0.395
H -0.13798 -3.15623 -3.96484 0.27 -0.51 -0.17 0.265
H 0.43714 -1.67870 -3.28678 0.57 0.16 0.19 0.345
H -0.25408 -2.89816 -2.22004 -0.05 0.00 -0.11 0.284
C 2.37795 -2.61016 3.08830 0.60 0.28 0.27 -0.793
O 2.33705 -1.36129 3.81236 -1.01 -1.14 -0.40 -0.317
C 3.17447 -1.15766 4.91742 0.56 -0.11 0.73 -0.324
C 2.97068 -2.08002 6.12223 -1.81 -2.19 0.64 -0.711
N 3.38631 -1.76717 7.47809 1.74 2.00 -0.94 -0.356
C 4.85254 -1.47089 7.57678 -1.75 -0.75 0.65 -0.700
C 5.82076 -2.57813 7.17623 -0.66 0.28 1.76 -0.314
O 7.03878 -2.20814 7.81126 -0.32 -0.52 -1.51 -0.314
C 8.07876 -2.99253 7.30001 2.26 1.16 0.45 -0.793
H 3.31903 -2.74320 2.55466 0.16 0.57 -0.45 0.346
H 1.53284 -2.60508 2.39993 0.19 0.10 0.05 0.229
H 2.36399 -3.54740 3.64461 -0.57 0.27 0.83 0.323
H 2.96248 -0.13723 5.23661 0.15 0.10 -0.01 0.198
H 4.20472 -1.22581 4.56806 0.38 0.14 0.12 0.256
H 3.27184 -3.11817 5.98207 0.75 -0.18 -1.17 0.461
H 1.92193 -2.29117 6.33117 -0.68 0.59 -0.93 0.393
H 3.05578 -2.52738 8.05510 0.48 0.05 0.27 0.274
H 4.95625 -1.27183 8.64343 0.68 0.22 -0.12 0.422
H 5.06039 -0.57276 6.99518 -0.04 0.09 0.14 0.265
H 5.86550 -2.75027 6.10083 0.42 0.20 -0.12 0.316
H 5.53678 -3.50691 7.67103 -0.50 -0.39 -0.27 0.239
H 8.95653 -2.37196 7.48033 0.36 -0.05 0.08 0.273
H 8.11887 -3.11684 6.21786 -0.70 -0.26 -0.11 0.342
H 8.31684 -3.91283 7.83334 -0.72 -0.37 -0.02 0.289
C -4.34543 -2.74343 -2.78118 -1.03 2.81 4.92 0.658
O -4.52394 -2.02654 -1.76204 0.50 -1.33 -1.34 -0.676
N -4.18449 -4.06633 -2.71684 0.28 -1.86 -0.44 -0.405
N -4.33560 -2.21669 -3.98374 0.39 -0.21 -2.76 -0.426
H -4.37899 -4.58430 -3.56181 0.09 -0.26 0.40 0.190
H -4.23204 -4.55184 -1.83246 -0.16 0.37 -0.23 0.227
H -4.26265 -1.21890 -4.12230 0.02 -0.35 0.18 0.250
H -3.92714 -2.86935 -4.63742 -0.04 0.86 -0.70 0.189
C -1.87828 1.56251 2.23589 -1.37 -0.99 -2.00 0.741
O -2.96041 2.07722 2.35522 -1.45 1.02 0.60 -0.683
N -0.79426 1.91768 2.84859 2.74 1.91 2.67 -0.362
N -1.67583 0.58842 1.34508 -0.03 -2.10 -1.78 -0.341
H -0.91304 2.76993 3.37740 0.53 -0.29 0.20 0.214
H 0.10950 1.48393 2.72540 -0.33 0.29 0.07 0.147
H -2.43173 0.37166 0.71125 0.18 -0.11 0.27 0.175
H -0.79600 0.10556 1.23177 -0.32 0.20 -0.02 0.119
C -8.36855 0.42983 1.12370 0.81 0.49 0.84 0.580
O -9.22128 0.93816 1.74565 -3.10 1.99 3.24 -0.580
N -7.08435 0.34844 1.41702 3.16 -0.25 0.94 -0.321
N -8.57450 -0.08832 -0.06076 -0.66 -2.33 -4.03 -0.468
H -6.65587 -0.50374 1.08493 0.47 0.54 0.06 0.208
H -6.60302 0.94245 2.07700 -0.37 -0.36 0.13 0.156
H -9.53383 -0.34977 -0.23805 0.12 0.63 -0.46 0.218
H -8.04567 0.46732 -0.71779 -0.38 -0.70 -0.74 0.215
C 2.05715 3.35855 7.68390 -1.16 2.32 -1.10 -0.532
O 2.73298 2.65871 8.60678 1.30 -2.74 1.41 -0.468
H 2.15264 4.36662 8.08736 -0.32 0.54 -0.99 0.228
H 2.48730 3.20645 6.69398 0.12 0.61 -0.30 0.229
H 0.99634 3.12527 7.59251 -0.32 -0.18 0.19 0.235
H 2.87301 1.82038 8.16046 0.40 -0.61 0.79 0.300
C -1.30990 7.71922 2.74732 0.00 0.56 -0.07 -0.398
O -2.11572 8.53930 3.58547 0.00 -0.47 0.81 -0.520
H -0.35314 7.36845 3.13419 0.22 0.57 0.80 0.220
H -1.83423 6.77407 2.60639 -0.37 0.33 -0.72 0.163
H -1.06417 8.33006 1.87866 -0.19 -0.77 -0.61 0.226
H -2.07399 9.47296 3.36608 0.33 -0.22 -0.22 0.309
```
Positions in Å, forces in eV/Å.

Its SMILES is COCCNCCOC.COCCNCCOC.COCCNCCOC.COCCNCCOC.COCCNCCOC.NC(N)=O.NC(N)=O.NC(N)=O.CO.CO. The energy above the lowest of the compared OMol25 structures with the same formula, charge and spin comes out at 1.440 eV. The value obtained for the gap between HOMO and LUMO is 0.3031 Ha. Its highest occupied orbital energy is -8.5 eV.